25
Properties=species:S:1:pos:R:3 method="wB97M-V/def2-TZVPD" total_charge=-1 spin_multiplicity=1 e_lumo_ev=2.744 homo_lumo_gap_ev=6.604 relative_energy_ev=2.794
S 2.820 2.195 -0.450
S 2.886 -0.824 0.042
O -3.329 2.132 0.968
O -1.612 -0.708 -2.377
O 0.084 -0.752 2.118
O -2.815 1.535 -1.149
N -0.584 -0.522 -0.174
C -0.317 -1.273 0.904
C -1.212 -2.576 -0.733
C -2.704 1.751 0.022
C 2.034 0.751 0.289
C -0.778 -2.587 0.596
C -0.215 0.808 -0.234
C -0.939 1.713 0.564
C -1.147 -1.294 -1.163
H -2.118 0.078 -2.206
H -0.153 1.072 -1.237
H -0.733 2.752 0.678
H -1.750 -3.384 -1.312
H 2.945 -1.022 -1.271
H -1.181 1.376 1.577
H 2.024 0.871 1.436
H -0.546 -3.388 1.279
H 2.714 1.813 -1.641
H 1.133 -0.723 2.192

25
Properties=species:S:1:pos:R:3 method="wB97M-V/def2-TZVPD" spin_multiplicity=2 e_lumo_ev="-0.248 / -0.452" homo_lumo_gap_ev="7.043 / 8.832" relative_energy_ev=1.301
O -4.320 -0.800 -0.163
O -1.116 -2.222 0.063
O -2.409 0.682 -0.097
O -3.512 -0.294 1.836
O 1.475 2.231 -1.549
O 0.995 -0.016 0.782
N -3.567 -0.284 0.626
C 0.291 2.259 0.977
C 0.923 1.058 -1.248
C 0.266 0.945 0.188
C -1.196 0.173 0.310
C 1.732 -2.213 0.337
C 1.361 -0.933 -0.214
C 1.602 -0.209 -1.392
C -0.981 -1.135 -0.444
H 2.147 -0.539 -2.326
H -0.781 -0.874 -1.545
H -1.367 -0.025 1.384
H 0.931 -2.670 0.972
H 1.922 -2.883 -0.515
H 2.662 -2.141 0.933
H 2.066 2.118 -2.339
H 1.349 2.596 1.097
H -0.204 2.212 1.980
H -0.270 2.966 0.348

Please write out number 2 again, unchanged.
25
Properties=species:S:1:pos:R:3 method="wB97M-V/def2-TZVPD" spin_multiplicity=2 e_lumo_ev="-0.248 / -0.452" homo_lumo_gap_ev="7.043 / 8.832" relative_energy_ev=1.301
O -4.320 -0.800 -0.163
O -1.116 -2.222 0.063
O -2.409 0.682 -0.097
O -3.512 -0.294 1.836
O 1.475 2.231 -1.549
O 0.995 -0.016 0.782
N -3.567 -0.284 0.626
C 0.291 2.259 0.977
C 0.923 1.058 -1.248
C 0.266 0.945 0.188
C -1.196 0.173 0.310
C 1.732 -2.213 0.337
C 1.361 -0.933 -0.214
C 1.602 -0.209 -1.392
C -0.981 -1.135 -0.444
H 2.147 -0.539 -2.326
H -0.781 -0.874 -1.545
H -1.367 -0.025 1.384
H 0.931 -2.670 0.972
H 1.922 -2.883 -0.515
H 2.662 -2.141 0.933
H 2.066 2.118 -2.339
H 1.349 2.596 1.097
H -0.204 2.212 1.980
H -0.270 2.966 0.348